Entry from the OMol25 dataset: a 16-piece molecular cluster, C77H197N11O27 overall at a distorted geometry (the ωB97M-V functional and the def2-TZVPD basis).

Each atom is followed by the atoms it is bonded to, with distances in Å.
Cartesian coordinates (Å):
1 C 0.338 7.124 1.667  O2 1.410, H10 1.107, H11 1.100, H12 1.107
2 O 0.822 6.902 0.362  C1 1.410, C3 1.452
3 C -0.050 6.000 -0.369  O2 1.452, C4 1.532, H13 1.092, H14 1.122
4 C 0.450 5.906 -1.814  C3 1.532, N5 1.456, H15 1.113, H16 1.102
5 N -0.433 5.061 -2.604  C4 1.456, C6 1.464, H17 1.023
6 C 0.001 4.924 -3.996  N5 1.464, C7 1.472, H18 1.123, H19 1.085
7 C -0.754 3.890 -4.724  C6 1.472, O8 1.401, H20 1.107, H21 1.121
8 O -0.453 2.671 -4.103  C7 1.401, C9 1.434
9 C -1.216 1.583 -4.640  O8 1.434, H22 1.096, H23 1.088, H24 1.087
10 H 1.109 7.615 2.290  C1 1.107
11 H 0.106 6.183 2.189  C1 1.100
12 H -0.595 7.719 1.646  C1 1.107
13 H -1.052 6.430 -0.314  C3 1.092
14 H -0.084 5.019 0.175  C3 1.122
15 H 1.506 5.555 -1.785  C4 1.113
16 H 0.478 6.928 -2.226  C4 1.102
17 H -0.410 4.101 -2.252  N5 1.023
18 H 1.091 4.668 -4.083  C6 1.123
19 H -0.143 5.881 -4.485  C6 1.085
20 H -0.520 3.937 -5.805  C7 1.107
21 H -1.862 4.051 -4.671  C7 1.121
22 H -2.291 1.776 -4.550  C9 1.096
23 H -0.907 0.702 -4.082  C9 1.088
24 H -0.974 1.445 -5.691  C9 1.087
25 C -4.274 -0.830 7.545  O26 1.436, H34 1.091, H35 1.117, H36 1.053
26 O -4.192 -2.080 6.842  C25 1.436, C27 1.423
27 C -3.460 -3.096 7.517  O26 1.423, C28 1.510, H37 1.091, H38 1.105
28 C -1.989 -2.804 7.687  C27 1.510, N29 1.428, H39 1.104, H40 1.115
29 N -1.365 -2.653 6.411  C28 1.428, C30 1.464, H41 1.009
30 C -0.005 -2.133 6.561  N29 1.464, C31 1.535, H42 1.092, H43 1.114
31 C 0.708 -1.822 5.238  C30 1.535, O32 1.391, H44 1.095, H45 1.077
32 O -0.076 -0.920 4.526  C31 1.391, C33 1.399
33 C 0.384 -0.537 3.261  O32 1.399, H46 1.116, H47 1.089, H48 1.111
34 H -3.274 -0.398 7.590  C25 1.091
35 H -4.672 -0.964 8.580  C25 1.117
36 H -4.903 -0.183 7.004  C25 1.053
37 H -3.639 -3.993 6.922  C27 1.091
38 H -3.911 -3.226 8.518  C27 1.105
39 H -1.603 -3.667 8.257  C28 1.104
40 H -1.844 -1.943 8.382  C28 1.115
41 H -1.894 -2.024 5.826  N29 1.009
42 H 0.592 -2.864 7.110  C30 1.092
43 H 0.033 -1.200 7.169  C30 1.114
44 H 0.924 -2.695 4.613  C31 1.095
45 H 1.674 -1.461 5.545  C31 1.077
46 H 1.193 0.230 3.328  C33 1.116
47 H -0.427 -0.095 2.684  C33 1.089
48 H 0.783 -1.419 2.715  C33 1.111
49 C 5.866 0.148 -0.414  O50 1.444, H58 1.112, H59 1.088, H60 1.103
50 O 7.241 0.347 -0.806  C49 1.444, C51 1.414
51 C 7.624 -0.510 -1.863  O50 1.414, C52 1.490, H61 1.085, H62 1.106
52 C 9.046 -0.229 -2.214  C51 1.490, N53 1.435, H63 1.097, H64 1.105
53 N 9.986 -0.523 -1.169  C52 1.435, C54 1.479, H65 1.008
54 C 11.398 -0.215 -1.482  N53 1.479, C55 1.531, H66 1.103, H67 1.108
55 C 11.787 1.238 -1.194  C54 1.531, O56 1.399, H68 1.088, H69 1.095
56 O 12.146 1.411 0.147  C55 1.399, C57 1.366
57 C 11.630 2.568 0.658  O56 1.366, H70 1.107, H71 1.110, H72 1.093
58 H 5.718 0.932 0.361  C49 1.112
59 H 5.652 -0.821 0.033  C49 1.088
60 H 5.121 0.247 -1.221  C49 1.103
61 H 6.994 -0.432 -2.743  C51 1.085
62 H 7.572 -1.540 -1.463  C51 1.106
63 H 9.062 0.843 -2.446  C52 1.097
64 H 9.366 -0.721 -3.149  C52 1.105
65 H 9.754 -0.121 -0.274  N53 1.008
66 H 11.493 -0.458 -2.553  C54 1.103
67 H 12.032 -0.870 -0.852  C54 1.108
68 H 10.928 1.859 -1.438  C55 1.088
69 H 12.639 1.421 -1.858  C55 1.095
70 H 10.528 2.619 0.563  C57 1.107
71 H 12.046 3.467 0.159  C57 1.110
72 H 11.861 2.558 1.726  C57 1.093
73 C -7.235 -2.537 -8.400  O74 1.443, H82 1.092, H83 1.079, H84 1.090
74 O -7.101 -1.128 -8.118  C73 1.443, C75 1.468
75 C -5.913 -0.564 -8.770  O74 1.468, C76 1.470, H85 1.110, H86 1.116
76 C -5.640 0.698 -8.067  C75 1.470, N77 1.471, H87 1.099, H88 1.099
77 N -5.556 0.481 -6.615  C76 1.471, C78 1.476, H89 1.011
78 C -5.465 1.752 -5.871  N77 1.476, C79 1.566, H90 1.110, H91 1.103
79 C -5.552 1.454 -4.336  C78 1.566, O80 1.379, H92 1.103, H93 1.107
80 O -6.855 1.133 -4.021  C79 1.379, C81 1.395
81 C -6.924 0.699 -2.697  O80 1.395, H94 1.109, H95 1.096, H96 1.085
82 H -7.374 -2.674 -9.475  C73 1.092
83 H -8.142 -2.815 -7.888  C73 1.079
84 H -6.345 -3.034 -8.012  C73 1.090
85 H -6.113 -0.512 -9.860  C75 1.110
86 H -5.063 -1.276 -8.646  C75 1.116
87 H -6.383 1.480 -8.273  C76 1.099
88 H -4.658 1.086 -8.372  C76 1.099
89 H -6.435 0.065 -6.337  N77 1.011
90 H -6.280 2.445 -6.169  C78 1.110
91 H -4.477 2.204 -6.054  C78 1.103
92 H -5.247 2.338 -3.750  C79 1.103
93 H -4.865 0.607 -4.146  C79 1.107
94 H -7.989 0.578 -2.414  C81 1.109
95 H -6.545 1.518 -2.076  C81 1.096
96 H -6.379 -0.213 -2.479  C81 1.085
97 C -3.122 2.945 2.991  O98 1.406, H106 1.071, H107 1.085, H108 1.096
98 O -1.797 3.289 3.309  C97 1.406, C99 1.394
99 C -1.239 2.378 4.206  O98 1.394, C100 1.513, H109 1.119, H110 1.089
100 C 0.118 2.847 4.684  C99 1.513, N101 1.428, H111 1.078, H112 1.090
101 N 0.575 2.057 5.783  C100 1.428, C102 1.466, H113 1.038
102 C 1.807 2.569 6.390  N101 1.466, C103 1.525, H114 1.090, H115 1.077
103 C 2.184 1.778 7.639  C102 1.525, O104 1.409, H116 1.110, H117 1.097
104 O 2.474 0.466 7.213  C103 1.409, C105 1.402
105 C 2.532 -0.394 8.319  O104 1.402, H118 1.083, H119 1.117, H120 1.105
106 H -3.501 3.638 2.269  C97 1.071
107 H -3.834 3.067 3.801  C97 1.085
108 H -3.259 1.935 2.588  C97 1.096
109 H -1.158 1.356 3.758  C99 1.119
110 H -1.847 2.289 5.105  C99 1.089
111 H 0.020 3.836 5.102  C100 1.078
112 H 0.822 2.798 3.854  C100 1.090
113 H 0.689 1.053 5.542  N101 1.038
114 H 1.725 3.623 6.653  C102 1.090
115 H 2.659 2.526 5.733  C102 1.077
116 H 1.307 1.708 8.315  C103 1.110
117 H 3.009 2.296 8.144  C103 1.097
118 H 3.014 -1.304 7.986  C105 1.083
119 H 1.549 -0.590 8.810  C105 1.117
120 H 3.218 0.011 9.084  C105 1.105
121 C -4.349 -8.437 1.061  O122 1.405, H130 1.098, H131 1.120, H132 1.076
122 O -4.091 -7.254 0.351  C121 1.405, C123 1.468
123 C -2.637 -7.087 0.231  O122 1.468, C124 1.524, H133 1.077, H134 1.105
124 C -2.111 -5.735 -0.235  C123 1.524, N125 1.438, H135 1.075, H136 1.090
125 N -2.461 -4.618 0.601  C124 1.438, C126 1.474, H137 1.018
126 C -1.901 -4.658 1.964  N125 1.474, C127 1.504, H138 1.100, H139 1.093
127 C -2.085 -3.316 2.618  C126 1.504, O128 1.400, H140 1.127, H141 1.101
128 O -3.435 -2.948 2.575  C127 1.400, C129 1.419
129 C -3.769 -1.658 3.062  O128 1.419, H142 1.075, H143 1.088, H144 1.086
130 H -3.884 -8.420 2.056  C121 1.098
131 H -3.936 -9.331 0.528  C121 1.120
132 H -5.417 -8.529 1.157  C121 1.076
133 H -2.182 -7.801 -0.434  C123 1.077
134 H -2.228 -7.134 1.257  C123 1.105
135 H -2.225 -5.506 -1.279  C124 1.075
136 H -1.035 -5.860 -0.123  C124 1.090
137 H -3.447 -4.364 0.581  N125 1.018
138 H -0.844 -4.941 1.847  C126 1.100
139 H -2.432 -5.390 2.577  C126 1.093
140 H -1.492 -2.573 2.013  C127 1.127
141 H -1.690 -3.399 3.642  C127 1.101
142 H -4.817 -1.529 2.861  C129 1.075
143 H -3.141 -0.902 2.595  C129 1.088
144 H -3.621 -1.658 4.138  C129 1.086
145 C -0.260 -2.745 -1.382  O146 1.447, H154 1.106, H155 1.118, H156 1.097
146 O 0.806 -3.663 -1.723  C145 1.447, C147 1.400
147 C 1.600 -4.043 -0.634  O146 1.400, C148 1.512, H157 1.112, H158 1.123
148 C 2.331 -5.339 -0.906  C147 1.512, N149 1.453, H159 1.094, H160 1.098
149 N 1.349 -6.409 -0.971  C148 1.453, C150 1.425, H161 1.023
150 C 1.851 -7.741 -1.043  N149 1.425, C151 1.530, H162 1.093, H163 1.074
151 C 0.755 -8.808 -1.035  C150 1.530, O152 1.409, H164 1.128, H165 1.109
152 O -0.061 -8.630 -2.170  C151 1.409, C153 1.405
153 C -1.121 -9.553 -2.208  O152 1.405, H166 1.104, H167 1.129, H168 1.077
154 H 0.099 -1.782 -0.972  C145 1.106
155 H -0.979 -3.170 -0.638  C145 1.118
156 H -0.743 -2.446 -2.320  C145 1.097
157 H 0.966 -4.164 0.272  C147 1.112
158 H 2.339 -3.226 -0.418  C147 1.123
159 H 3.020 -5.556 -0.083  C148 1.094
160 H 2.860 -5.232 -1.861  C148 1.098
161 H 0.702 -6.294 -1.755  N149 1.023
162 H 2.511 -7.980 -0.206  C150 1.093
163 H 2.422 -7.986 -1.919  C150 1.074
164 H 0.083 -8.794 -0.129  C151 1.128
165 H 1.244 -9.797 -1.143  C151 1.109
166 H -1.788 -9.541 -1.330  C153 1.104
167 H -0.717 -10.607 -2.255  C153 1.129
168 H -1.666 -9.327 -3.109  C153 1.077
169 C 1.314 6.359 9.242  O170 1.414, H178 1.087, H179 1.079, H180 1.086
170 O 2.300 5.630 8.537  C169 1.414, C171 1.388
171 C 3.467 6.372 8.425  O170 1.388, C172 1.568, H181 1.104, H182 1.115
172 C 4.324 5.604 7.360  C171 1.568, N173 1.437, H183 1.123, H184 1.094
173 N 3.718 5.714 6.062  C172 1.437, C174 1.447, H185 1.008
174 C 4.343 4.936 5.014  N173 1.447, C175 1.511, H186 1.131, H187 1.109
175 C 3.547 5.044 3.734  C174 1.511, O176 1.389, H188 1.114, H189 1.123
176 O 4.235 4.387 2.723  C175 1.389, C177 1.419
177 C 3.628 4.622 1.462  O176 1.419, H190 1.111, H191 1.099, H192 1.085
178 H 0.545 5.607 9.403  C169 1.087
179 H 1.008 7.205 8.647  C169 1.079
180 H 1.756 6.633 10.195  C169 1.086
181 H 4.060 6.382 9.355  C171 1.104
182 H 3.295 7.422 8.090  C171 1.115
183 H 4.400 4.541 7.714  C172 1.123
184 H 5.355 5.957 7.277  C172 1.094
185 H 2.724 5.581 6.164  N173 1.008
186 H 4.550 3.858 5.287  C174 1.131
187 H 5.338 5.353 4.757  C174 1.109
188 H 3.375 6.106 3.445  C175 1.114
189 H 2.516 4.618 3.855  C175 1.123
190 H 2.581 4.250 1.484  C177 1.111
191 H 4.200 3.963 0.794  C177 1.099
192 H 3.661 5.674 1.199  C177 1.085
193 C 2.214 0.292 -3.513  O194 1.415, H202 1.097, H203 1.109, H204 1.112
194 O 3.223 1.137 -2.995  C193 1.415, C195 1.381
195 C 2.795 2.421 -2.718  O194 1.381, C196 1.513, H205 1.080, H206 1.109
196 C 3.918 3.284 -2.186  C195 1.513, N197 1.452, H207 1.114, H208 1.066
197 N 4.986 3.619 -3.112  C196 1.452, C198 1.457, H209 1.004
198 C 5.919 2.523 -3.339  N197 1.457, C199 1.444, H210 1.092, H211 1.107
199 C 6.844 2.771 -4.420  C198 1.444, O200 1.402, H212 1.112, H213 1.100
200 O 7.653 1.641 -4.602  C199 1.402, C201 1.440
201 C 8.717 1.917 -5.534  O200 1.440, H214 1.081, H215 1.111, H216 1.113
202 H 1.355 0.183 -2.839  C193 1.097
203 H 2.683 -0.700 -3.676  C193 1.109
204 H 1.809 0.696 -4.466  C193 1.112
205 H 1.964 2.404 -2.027  C195 1.080
206 H 2.424 2.930 -3.631  C195 1.109
207 H 4.391 2.792 -1.306  C196 1.114
208 H 3.525 4.239 -1.918  C196 1.066
209 H 5.418 4.493 -2.872  N197 1.004
210 H 5.322 1.649 -3.606  C198 1.092
211 H 6.480 2.261 -2.421  C198 1.107
212 H 7.523 3.637 -4.264  C199 1.112
213 H 6.236 3.022 -5.302  C199 1.100
214 H 9.246 0.975 -5.525  C201 1.081
215 H 9.375 2.748 -5.201  C201 1.111
216 H 8.312 2.102 -6.553  C201 1.113
217 C -7.591 -3.233 0.687  O218 1.421, H226 1.096, H227 1.091, H228 1.082
218 O -6.612 -3.775 -0.190  C217 1.421, C219 1.415
219 C -6.853 -3.719 -1.583  O218 1.415, C220 1.509, H229 1.107, H230 1.094
220 C -5.760 -4.385 -2.382  C219 1.509, N221 1.428, H231 1.136, H232 1.073
221 N -5.767 -5.800 -2.189  C220 1.428, C222 1.435, H233 1.019
222 C -4.832 -6.552 -2.975  N221 1.435, C223 1.523, H234 1.104, H235 1.088
223 C -5.137 -6.650 -4.463  C222 1.523, O224 1.450, H236 1.097, H237 1.105
224 O -4.921 -5.346 -5.059  C223 1.450, C225 1.439
225 C -4.854 -5.459 -6.492  O224 1.439, H238 1.094, H239 1.085, H240 1.084
226 H -8.476 -3.871 0.792  C217 1.096
227 H -7.882 -2.251 0.310  C217 1.091
228 H -7.081 -3.149 1.638  C217 1.082
229 H -6.912 -2.663 -1.908  C219 1.107
230 H -7.812 -4.180 -1.836  C219 1.094
231 H -4.768 -3.955 -2.032  C220 1.136
232 H -5.849 -4.058 -3.400  C220 1.073
233 H -5.762 -6.077 -1.208  N221 1.019
234 H -4.849 -7.573 -2.555  C222 1.104
235 H -3.799 -6.233 -2.843  C222 1.088
236 H -6.196 -6.930 -4.510  C223 1.097
237 H -4.537 -7.420 -4.982  C223 1.105
238 H -3.982 -6.045 -6.795  C225 1.094
239 H -4.882 -4.457 -6.909  C225 1.085
240 H -5.728 -6.025 -6.794  C225 1.084
241 C 2.514 -0.031 -0.141  O242 1.433, H250 1.063, H251 1.094, H252 1.109
242 O 1.198 0.511 0.026  C241 1.433, C243 1.463
243 C 0.957 1.785 0.702  O242 1.463, C244 1.517, H253 1.110, H254 1.108
244 C -0.483 2.201 0.465  C243 1.517, N245 1.421, H255 1.095, H256 1.107
245 N -0.764 2.159 -0.927  C244 1.421, C246 1.395, H257 1.027
246 C -2.123 2.303 -1.207  N245 1.395, C247 1.536, H258 1.091, H259 1.097
247 C -3.057 1.179 -0.733  C246 1.536, O248 1.378, H260 1.089, H261 1.115
248 O -2.497 -0.009 -1.153  C247 1.378, C249 1.388
249 C -2.936 -1.163 -0.520  O248 1.388, H262 1.083, H263 1.079, H264 1.083
250 H 2.491 -0.824 -0.849  C241 1.063
251 H 2.891 -0.376 0.826  C241 1.094
252 H 3.188 0.778 -0.490  C241 1.109
253 H 1.688 2.521 0.307  C243 1.110
254 H 1.164 1.719 1.789  C243 1.108
255 H -0.555 3.224 0.848  C244 1.095
256 H -1.168 1.600 1.094  C244 1.107
257 H -0.243 1.387 -1.360  N245 1.027
258 H -2.352 2.382 -2.271  C246 1.091
259 H -2.464 3.245 -0.759  C246 1.097
260 H -4.032 1.347 -1.187  C247 1.089
261 H -3.224 1.115 0.368  C247 1.115
262 H -2.471 -1.188 0.458  C249 1.083
263 H -2.642 -2.001 -1.133  C249 1.079
264 H -4.008 -1.143 -0.366  C249 1.083
265 C -6.543 3.464 0.615  O266 1.407, H267 1.085, H268 1.089, H269 1.102
266 O -5.798 2.412 1.179  C265 1.407, H270 0.979
267 H -5.796 4.234 0.459  C265 1.085
268 H -6.969 3.161 -0.340  C265 1.089
269 H -7.297 3.816 1.338  C265 1.102
270 H -6.268 1.555 1.132  O266 0.979
271 C 4.568 -2.988 -2.119  O272 1.402, H273 1.095, H274 1.124, H275 1.118
272 O 4.895 -3.131 -0.764  C271 1.402, H276 0.963
273 H 3.499 -3.211 -2.204  C271 1.095
274 H 4.718 -1.933 -2.475  C271 1.124
275 H 5.160 -3.649 -2.800  C271 1.118
276 H 5.842 -2.952 -0.761  O272 0.963
277 C 5.581 0.153 5.810  C278 1.523, H281 1.099, H282 1.112, H283 1.109
278 C 4.743 -0.268 4.611  C277 1.523, C279 1.532, O280 1.415, H284 1.070
279 C 4.567 0.886 3.619  C278 1.532, H285 1.110, H286 1.112, H287 1.099
280 O 5.432 -1.375 4.061  C278 1.415, H288 0.959
281 H 5.375 1.134 6.262  C277 1.099
282 H 6.647 0.290 5.524  C277 1.112
283 H 5.563 -0.632 6.593  C277 1.109
284 H 3.783 -0.590 4.960  C278 1.070
285 H 3.749 1.594 3.865  C279 1.110
286 H 4.268 0.424 2.652  C279 1.112
287 H 5.466 1.494 3.449  C279 1.099
288 H 5.107 -1.564 3.179  O280 0.959
289 C -1.216 -2.338 -5.453  C290 1.544, H293 1.095, H294 1.098, H295 1.097
290 C -2.733 -2.053 -5.492  C289 1.544, C291 1.548, O292 1.406, H296 1.098
291 C -3.369 -2.407 -4.125  C290 1.548, H297 1.080, H298 1.109, H299 1.104
292 O -2.886 -0.692 -5.811  C290 1.406, H300 0.969
293 H -0.815 -2.093 -6.442  C289 1.095
294 H -1.041 -3.380 -5.152  C289 1.098
295 H -0.812 -1.661 -4.689  C289 1.097
296 H -3.189 -2.653 -6.291  C290 1.098
297 H -3.428 -3.464 -3.915  C291 1.080
298 H -4.416 -2.045 -4.163  C291 1.109
299 H -2.927 -1.843 -3.285  C291 1.104
300 H -3.775 -0.432 -6.093  O292 0.969
301 C -4.649 7.223 -1.667  C302 1.477, H305 1.081, H306 1.097, H307 1.082
302 C -4.925 6.369 -2.840  C301 1.477, C303 1.502, O304 1.467, H308 1.098
303 C -4.049 5.150 -2.800  C302 1.502, H309 1.097, H310 1.103, H311 1.110
304 O -6.365 6.096 -2.772  C302 1.467, H312 0.965
305 H -3.715 7.763 -1.734  C301 1.081
306 H -4.517 6.666 -0.732  C301 1.097
307 H -5.468 7.924 -1.583  C301 1.082
308 H -4.773 6.949 -3.759  C302 1.098
309 H -4.377 4.560 -1.936  C303 1.097
310 H -2.990 5.450 -2.728  C303 1.103
311 H -4.149 4.544 -3.725  C303 1.110
312 H -6.710 5.682 -3.573  O304 0.965

Its HOMO energy is -0.300 hartree. The value obtained for the LUMO energy is 0.460 eV. The value obtained for the energy is -154701.867 eV. As for the energy above the lowest of the compared OMol25 structures with the same formula, charge and spin: 0.00 kcal per mole.